Density functional theory data (ωB97M-V with the def2-TZVPD basis set) for C24H27FN4O3 as an isolated structure.

ORCA input file:
```
! RIJCOSX wB97M-V def2-TZVPD def2/J DEFGRID3
* xyz 0 1
O -2.90 0.41 -1.96
C -1.79 0.50 -1.64
N -1.32 1.43 -0.87
C -1.84 2.55 -0.55
C -2.87 3.10 -1.17
C -3.11 4.18 -0.31
N -2.07 4.37 0.65
N -1.41 3.37 0.27
C -0.23 3.38 1.14
C 1.08 3.84 0.47
C 1.54 2.49 -0.26
N 1.40 1.21 0.26
C 1.47 1.60 1.71
C -0.13 2.14 2.13
H -0.09 2.41 3.03
H -0.79 1.38 1.99
H 2.27 2.19 2.30
H 1.42 0.50 2.38
C 2.35 0.43 -0.02
C 2.08 -1.14 0.39
C 0.89 -1.51 0.66
C 0.55 -2.98 1.11
C 1.45 -3.83 0.70
C 2.76 -3.49 0.32
C 2.91 -2.08 -0.25
H 3.99 -1.68 -0.38
H 3.69 -4.06 -0.07
H 1.15 -4.84 0.77
O -0.51 -3.38 1.59
C -1.42 -2.41 2.27
C -2.65 -1.91 1.24
O -3.24 -2.93 0.56
H -2.69 -3.57 0.40
H -1.98 -1.21 0.50
H -3.18 -1.31 1.88
H -2.11 -3.12 2.99
H -0.91 -1.60 2.53
H 0.09 -0.77 1.20
H 2.69 0.44 -1.01
H 3.34 0.41 0.67
H 2.84 2.90 -0.15
H 1.32 2.38 -1.07
H 0.90 4.50 -0.21
H 1.91 4.19 1.23
H -0.48 4.17 1.81
H -4.00 5.09 -0.45
H -3.59 2.66 -1.71
H -0.16 1.34 -0.40
C -0.91 -0.76 -2.11
C 0.47 -0.67 -2.38
C 1.24 -1.58 -2.80
C 0.79 -2.88 -2.76
C -0.60 -2.96 -2.41
C -1.25 -1.99 -1.89
H -2.31 -2.12 -1.60
H -0.96 -4.16 -2.10
H 1.57 -3.70 -3.04
F 2.59 -1.43 -3.10
H 0.77 0.48 -2.47
*
```

Results
* total energy: -1474.61142 Eh
* energy relative to the best compared isomer or geometry (same formula, charge and spin): 535.9 kcal per mole
* F_max: 18.0 eV/Å
* LUMO energy: 0.39 eV